[1]
{
  "formula": "C11H26BCl20N2O2",
  "method": "ωB97M-V/def2-TZVPD",
  "max_force_ha_per_bohr": 0.0157,
  "homo_lumo_gap_ha": 0.212,
  "e_lumo_ev": 2.0,
  "charge": -1,
  "energy_ha": -9923.2959,
  "homo_ev": -3.7,
  "species": ["N", "B", "C", "O", "N", "O", "H", "H", "H", "H", "H", "H", "C", "Cl", "Cl", "H", "H", "C", "Cl", "Cl", "H", "H", "C", "Cl", "Cl", "H", "H", "C", "Cl", "Cl", "H", "H", "C", "Cl", "Cl", "H", "H", "C", "Cl", "Cl", "H", "H", "C", "Cl", "Cl", "H", "H", "C", "Cl", "Cl", "H", "H", "C", "Cl", "Cl", "H", "H", "C", "Cl", "Cl", "H", "H"],
  "positions_angstrom": [[0.044316, -2.115084, 0.669426], [-0.964557, -1.171918, -0.070506], [-2.409883, -1.076033, 0.656048], [-3.003527, -2.367030, 1.122431], [-3.442512, -3.148447, 0.073889], [-4.473146, -2.770877, -0.358269], [0.538493, -2.682315, -0.004873], [-0.410301, -2.752095, 1.313715], [-1.141912, -1.580373, -1.245853], [-0.539723, -0.023738, -0.161187], [-3.116609, -0.580759, -0.025830], [-2.399310, -0.452044, 1.554293], [-2.888091, 3.200787, 2.262374], [-2.856652, 3.883698, 0.625429], [-2.035110, 1.661457, 2.355120], [-2.414087, 3.906878, 2.931373], [-3.917203, 3.039110, 2.546518], [2.144935, -3.861844, -2.764291], [0.718083, -4.160946, -1.781917], [2.492578, -2.122905, -2.883349], [2.997443, -4.352949, -2.309269], [1.963314, -4.242578, -3.763304], [-4.115001, 2.138020, 6.128223], [-4.763186, 3.353850, 5.014542], [-2.368537, 1.965110, 5.971484], [-4.343835, 2.452892, 7.139117], [-4.580996, 1.185268, 5.906485], [-3.061444, 7.838997, -1.013215], [-3.514276, 7.803650, 0.696645], [-2.121077, 6.426700, -1.493892], [-3.967550, 7.866537, -1.606313], [-2.462888, 8.725078, -1.186861], [0.894466, -6.143670, -6.679721], [2.158253, -5.234933, -5.840637], [1.539511, -7.540380, -7.551699], [0.183057, -6.494673, -5.942298], [0.416920, -5.482807, -7.392288], [5.556095, -0.386247, -3.448315], [6.141762, 0.334976, -4.953676], [6.800032, -1.372742, -2.660246], [5.272606, 0.410539, -2.771798], [4.710318, -1.024763, -3.669269], [0.541756, 5.756131, 3.068589], [-1.124833, 6.347490, 3.169171], [0.862102, 4.437229, 4.196137], [0.721352, 5.398098, 2.060687], [1.201419, 6.580531, 3.310267], [-6.975285, -2.622995, 1.792722], [-8.335353, -3.624824, 2.342419], [-6.920980, -1.072081, 2.637101], [-6.051313, -3.153944, 1.984109], [-7.089329, -2.435498, 0.733022], [9.725970, -3.111382, -0.654365], [10.983082, -2.132568, 0.112621], [10.380831, -4.589848, -1.370330], [8.997383, -3.386979, 0.098088], [9.262471, -2.524685, -1.437563], [2.189208, 1.302000, 0.558837], [1.365894, 1.262397, -0.981143], [1.975324, 2.851832, 1.416839], [1.777425, 0.504968, 1.173036], [3.252106, 1.162728, 0.401523]],
  "forces_ev_per_a": [[0.075, 0.416, 0.114], [0.132, -0.582, -0.280], [0.185, 0.781, -0.073], [0.207, -0.122, -0.161], [-0.038, -0.113, 0.451], [-0.153, 0.090, -0.385], [-0.049, 0.107, 0.362], [-0.042, -0.036, -0.085], [-0.015, 0.056, 0.085], [-0.460, -0.162, 0.237], [-0.190, -0.204, 0.198], [-0.154, -0.755, -0.073], [0.105, -0.084, -0.042], [-0.002, 0.004, 0.094], [0.081, 0.470, 0.098], [0.044, 0.045, 0.006], [-0.039, -0.033, -0.132], [-0.051, -0.042, -0.006], [0.014, -0.282, -0.262], [-0.018, -0.038, -0.003], [0.019, 0.069, 0.036], [0.008, 0.204, 0.318], [0.024, -0.063, 0.064], [-0.148, 0.030, 0.182], [0.015, 0.012, 0.071], [0.010, 0.041, -0.011], [0.018, 0.013, -0.090], [-0.004, 0.035, -0.044], [-0.032, 0.036, -0.022], [0.042, 0.062, -0.068], [-0.022, -0.044, 0.031], [0.025, -0.010, 0.034], [-0.089, 0.027, 0.029], [0.041, -0.158, -0.365], [-0.011, 0.001, -0.004], [0.035, -0.029, 0.021], [0.043, 0.006, -0.024], [-0.064, 0.049, -0.008], [-0.006, -0.001, 0.008], [-0.002, -0.029, 0.029], [0.040, 0.011, 0.008], [0.065, -0.015, -0.034], [0.081, 0.017, -0.043], [0.041, 0.020, -0.001], [-0.078, 0.066, 0.104], [-0.097, -0.051, 0.002], [-0.006, 0.001, 0.024], [0.114, 0.022, -0.045], [0.012, -0.019, -0.024], [-0.002, 0.004, -0.004], [0.003, 0.023, 0.054], [-0.028, 0.020, 0.006], [-0.073, 0.014, 0.006], [-0.015, 0.017, 0.006], [-0.023, -0.007, -0.009], [0.040, -0.027, 0.029], [0.061, 0.016, -0.042], [-0.075, -0.272, 0.123], [0.455, 0.403, -0.458], [0.066, -0.109, -0.041], [-0.121, 0.052, 0.008], [0.004, 0.046, 0.001]],
  "mulliken_charge": [-0.74, 0.94, -0.17, -0.23, 0.17, -0.32, 0.01, 0.19, -0.26, -0.33, 0.26, -0.35, -0.12, -0.14, -0.13, 0.14, 0.16, 0.39, -0.15, -0.18, 0.33, -0.43, -0.26, -0.15, -0.12, 0.29, 0.25, -0.26, -0.13, -0.13, 0.26, 0.26, -0.25, -0.16, -0.16, 0.26, 0.28, 0.10, -0.17, -0.12, 0.25, -0.04, -0.27, -0.15, -0.13, 0.18, 0.36, -0.09, -0.20, -0.15, 0.17, 0.25, 0.04, -0.16, -0.16, 0.27, 0.00, -0.27, -0.16, -0.14, 0.21, 0.31]
}

***

[2]
{
  "formula": "C11H26Cl2GaO7S2",
  "method": "ωB97M-V/def2-TZVPD",
  "max_force_ha_per_bohr": 0.0178,
  "homo_lumo_gap_ha": 0.243,
  "e_lumo_ev": 2.1,
  "charge": -1,
  "energy_ha": -4602.9378,
  "homo_ev": -4.5,
  "species": ["C", "C", "O", "Ga", "C", "Cl", "C", "C", "Cl", "H", "H", "H", "H", "H", "H", "H", "H", "H", "H", "O", "S", "O", "O", "C", "C", "C", "H", "H", "H", "H", "H", "H", "H", "H", "O", "S", "O", "O", "C", "C", "C", "H", "H", "H", "H", "H", "H", "H", "H"],
  "positions_angstrom": [[-0.937808, -2.385935, 1.782995], [-0.868104, -3.566972, 0.828358], [-1.776145, -3.398919, -0.216195], [-1.090042, -3.023982, -1.931586], [0.889205, -2.417547, -1.898468], [1.587897, -1.539561, -0.525215], [1.752021, -2.582662, -2.911343], [3.179107, -2.128722, -2.949005], [1.266882, -3.368644, -4.390994], [-1.956244, -2.339444, 2.154818], [-0.285328, -2.519663, 2.644629], [-0.719770, -1.460025, 1.265458], [0.158643, -3.734610, 0.493122], [-1.144452, -4.457525, 1.410507], [-1.944607, -1.803411, -2.531092], [-1.260877, -4.275975, -2.912718], [3.786587, -2.697164, -2.254519], [3.593760, -2.285361, -3.938246], [3.258736, -1.071382, -2.731996], [-3.424533, 0.758574, -2.456085], [-3.673816, 1.417078, -1.219005], [-3.049102, 0.993630, -0.008335], [-5.251840, 1.483823, -0.993241], [-5.960156, 0.226966, -1.064291], [-5.722023, -0.658499, 0.143307], [-3.396821, 3.146698, -1.413974], [-5.689136, -0.286353, -1.988334], [-7.011172, 0.504133, -1.132681], [-4.686576, -0.991622, 0.196723], [-6.357195, -1.542667, 0.082610], [-5.948789, -0.119255, 1.064012], [-3.897352, 3.487381, -2.315795], [-2.321176, 3.279432, -1.500988], [-3.769898, 3.665457, -0.535014], [6.244177, 2.147103, 2.093766], [5.118493, 2.901633, 2.552377], [4.670319, 2.767104, 3.903402], [3.909488, 2.691160, 1.556146], [3.490949, 1.334631, 1.242437], [2.732105, 0.685718, 2.381789], [5.379304, 4.609873, 2.215042], [4.356177, 0.742071, 0.944605], [2.844393, 1.430594, 0.373671], [3.372408, 0.529106, 3.248860], [2.342969, -0.281912, 2.065933], [1.899752, 1.315829, 2.694307], [5.698512, 4.721924, 1.183049], [6.156950, 4.950663, 2.894664], [4.454132, 5.147231, 2.402534]],
  "forces_ev_per_a": [[-0.127, -0.261, 0.038], [-0.497, -0.079, 0.213], [0.545, 0.031, -0.219], [-0.637, 0.312, -0.406], [0.025, -0.534, -0.740], [0.034, 0.082, 0.063], [0.021, 0.414, 0.794], [0.050, -0.101, -0.466], [-0.280, -0.167, -0.114], [-0.255, 0.161, 0.081], [0.266, 0.068, 0.086], [0.126, 0.215, -0.038], [0.210, 0.044, -0.088], [0.025, -0.223, 0.028], [0.100, 0.014, 0.134], [0.164, -0.185, 0.245], [0.140, 0.012, 0.328], [0.050, -0.039, -0.165], [0.055, 0.234, 0.268], [0.077, -0.122, -0.143], [-0.100, 0.263, 0.068], [0.127, -0.040, 0.022], [-0.016, 0.135, 0.087], [-0.245, -0.485, -0.016], [0.207, 0.095, 0.059], [-0.081, 0.094, 0.009], [0.107, 0.069, 0.002], [0.045, 0.164, -0.008], [-0.005, -0.041, -0.040], [-0.048, 0.026, -0.044], [-0.051, -0.010, -0.007], [-0.009, -0.015, -0.004], [0.022, -0.052, -0.004], [0.004, -0.014, 0.014], [0.119, -0.146, 0.102], [-0.277, 0.197, -0.314], [0.092, -0.076, 0.134], [0.052, 0.119, 0.033], [-0.291, -0.599, -0.024], [0.130, 0.110, 0.177], [0.028, 0.074, -0.025], [0.109, 0.138, 0.066], [0.054, 0.196, -0.025], [0.033, -0.012, -0.006], [-0.026, 0.033, -0.107], [-0.050, -0.030, -0.057], [-0.014, -0.018, -0.012], [0.012, -0.038, 0.019], [-0.018, -0.013, 0.006]],
  "mulliken_charge": [-0.93, -0.32, -0.40, 0.18, -0.11, -0.19, 0.41, -1.24, -0.25, 0.31, 0.32, 0.17, 0.28, 0.27, -0.19, -0.29, 0.28, 0.39, 0.30, -0.59, 1.25, -0.57, -0.29, -0.37, -0.84, -1.01, 0.34, 0.26, 0.20, 0.37, 0.26, 0.31, 0.37, 0.31, -0.64, 1.22, -0.61, -0.27, -0.32, -0.88, -0.94, 0.33, 0.24, 0.34, 0.29, 0.26, 0.31, 0.36, 0.31]
}

***

- What is the formula in the second record?
  C11H26Cl2GaO7S2

***

- Which formula does entry 2 have?
  C11H26Cl2GaO7S2

***

- What is the formula in the first record?
  C11H26BCl20N2O2